Record 1
Density functional theory data (ωB97M-V with the def2-TZVPD basis set) for a molecular structure, C18H15N2O5PtSSbSe4.

The geometry in XYZ format:
```
47
Properties=species:S:1:pos:R:3:forces:R:3
Pt -0.06297 -0.11843 0.10155 0.44 -0.23 -0.47
C 2.07321 -0.53310 3.12256 0.00 -0.07 -0.08
C 2.54005 -0.86134 1.75286 0.12 -0.26 -0.16
N 1.86754 -0.74372 0.62783 -0.20 0.10 0.77
C 2.73992 -0.98394 -0.39510 -0.14 -0.10 -0.34
C 3.95791 -1.33867 0.10254 0.07 0.11 0.16
N 3.80766 -1.25270 1.45982 0.03 0.04 -0.09
C 5.26976 -1.72426 -0.52210 -0.01 -0.04 0.00
O 5.26504 -1.77081 -1.78669 -0.04 0.07 -0.05
O 6.19498 -1.96151 0.26310 -0.01 0.00 -0.03
C 2.27990 -0.64076 -1.74977 0.45 -0.04 0.10
O 3.08026 -0.91039 -2.74570 -0.16 0.10 -0.02
O 1.20483 -0.06411 -1.87919 -0.21 0.07 -0.06
H 1.02305 -0.79278 3.23585 -0.04 0.05 0.00
H 2.16846 0.54448 3.27360 -0.03 -0.02 0.05
H 2.66660 -1.06031 3.87050 0.02 0.03 0.00
H 4.57238 -1.43674 2.08917 0.00 0.01 0.01
H 3.98884 -1.29260 -2.39604 0.01 -0.06 0.07
Se -3.40801 2.31296 2.94343 -0.03 0.02 0.02
Sb -3.33883 0.45556 1.38977 0.00 0.17 0.15
Se -2.01470 0.94360 -0.70899 -0.29 0.17 -0.29
Se -1.31481 -1.00479 1.89997 -0.08 -0.05 0.28
Se -5.42263 -0.68348 0.98929 0.00 -0.06 0.01
O 1.92142 2.23873 0.33493 0.04 0.16 0.03
S 1.21207 3.06582 -0.68018 0.19 -0.30 -0.02
C 2.49929 4.10272 -1.39843 -0.10 0.12 0.06
C 2.37723 4.55098 -2.70190 0.01 0.03 -0.03
C 3.38553 5.33614 -3.25023 -0.02 -0.02 0.00
C 4.50710 5.64599 -2.49667 0.01 0.00 0.02
C 4.62986 5.16770 -1.19553 0.01 0.02 -0.03
C 3.62570 4.39133 -0.64299 0.00 -0.01 -0.01
C 0.34691 4.34727 0.23529 0.00 0.07 -0.06
C -0.06981 4.01653 1.51181 0.00 -0.06 0.00
C -0.81625 4.93675 2.23703 -0.02 0.00 0.00
C -1.14270 6.16198 1.68032 0.01 0.01 -0.02
C -0.73774 6.47320 0.38626 -0.01 0.01 0.02
C 0.00378 5.56236 -0.34610 0.03 0.00 0.02
H 1.50606 4.27765 -3.28584 0.00 -0.01 0.00
H 3.29981 5.69112 -4.26961 0.00 0.00 0.00
H 5.29695 6.24932 -2.92708 0.00 0.00 0.00
H 5.51483 5.39836 -0.61549 0.00 0.00 0.00
H 3.69812 3.98409 0.35804 0.00 0.00 0.00
H 0.16178 3.03772 1.91323 -0.04 0.01 0.01
H -1.17764 4.66677 3.21896 -0.01 -0.04 0.00
H -1.73924 6.86778 2.24480 0.00 0.01 0.00
H -1.00738 7.42470 -0.05601 0.00 0.00 0.00
H 0.31989 5.80155 -1.35415 0.00 0.00 0.01
```
Positions in Å, forces in eV/Å.

For the gap between HOMO and LUMO, the calculation gives 5.7 eV. The HOMO energy comes out at -1.78 eV. The charge is -2. The max |F| is 0.80 eV/A. Its energy relative to the best compared isomer or geometry (same formula, charge and spin) is 35.52 kJ/mol.



Record 2
Density functional theory data (ωB97M-V with the def2-TZVPD basis set) for a molecular structure, CH14Ni2O10 at a distorted geometry.

The geometry in XYZ format:
```
27
Properties=species:S:1:pos:R:3:forces:R:3
Ni 8.98785 -19.22742 -18.68078 -0.91 2.12 0.89
Ni 5.08374 -18.71087 -17.35956 0.84 1.36 -0.09
C 6.90926 -17.86419 -18.85236 0.33 -1.74 -1.44
O 5.82230 -17.33670 -18.85157 -4.84 3.38 -0.82
O 7.01671 -18.71718 -17.96510 2.18 -4.80 4.81
O 7.77100 -17.92380 -19.73433 3.10 0.59 -1.65
O 9.82504 -15.94093 -20.34018 -0.10 -0.13 0.62
H 10.51074 -16.50486 -20.69799 0.53 0.11 -0.35
H 9.08455 -16.52879 -20.19074 -0.27 0.05 -0.25
O 8.24566 -18.47819 -22.49935 -0.26 -0.46 0.32
H 9.08057 -18.03396 -22.64709 0.32 0.22 -0.47
H 7.92726 -18.12113 -21.67028 -0.04 0.27 -0.03
O 5.54975 -14.70157 -18.32814 -0.55 0.46 0.69
H 5.79616 -15.61907 -18.44528 0.07 -0.99 -0.33
H 6.05542 -14.23081 -18.99065 0.35 0.95 -0.61
O 9.74561 -17.74587 -17.21963 -0.53 -1.00 -1.29
H 9.99301 -16.87915 -17.54188 0.39 0.60 -0.60
H 9.78458 -17.66762 -16.26643 0.04 -0.48 0.69
O 5.50836 -17.05317 -15.96769 -0.17 -1.38 -0.69
H 5.54167 -17.16513 -15.01765 -0.06 -0.22 0.70
H 5.49500 -16.10487 -16.09725 -0.26 0.60 -0.33
O 4.58232 -20.21616 -18.59838 0.16 0.67 0.49
H 5.17454 -20.62747 -19.22791 0.54 -0.26 -0.18
H 3.71824 -20.56376 -18.81924 -0.90 -0.20 0.13
O 4.18549 -17.57251 -21.33934 -0.97 0.33 -0.06
H 4.78196 -17.93450 -21.99465 0.48 -0.33 -1.27
H 4.68464 -17.59357 -20.52285 0.53 0.26 1.11
```
Positions in Å, forces in eV/Å.

For the gap between HOMO and LUMO (spin up / spin down), the calculation gives 7.7 / 2.8 eV. Its multiplicity is 6. The HOMO energy (spin up / spin down) comes out at -20.35 / -19.97 eV. The charge is +3. The max |F| is 7.14 eV/A.



Record 3
Density functional theory data (ωB97M-V with the def2-TZVPD basis set) for a molecular structure, C18H22N2O5S at a distorted geometry.

The geometry in XYZ format:
```
48
Properties=species:S:1:pos:R:3:forces:R:3
C -0.56619 2.66694 -6.16032 4.15 5.73 -2.54
H -1.11723 3.63891 -6.20719 0.20 -0.55 0.24
H 0.58766 2.91818 -6.19185 -1.58 0.43 0.08
H -0.60931 2.24667 -7.13422 -0.99 -1.35 -0.58
O -0.76063 1.91590 -5.14299 -2.44 -5.25 4.44
C -0.85519 2.08253 -3.76723 -0.37 -3.23 -1.55
C -0.51861 3.29365 -3.20092 1.45 1.87 -10.20
C -0.19658 3.48279 -1.99768 -0.53 2.27 8.60
C -0.63671 2.47252 -1.08806 -0.76 0.79 -1.59
C -1.20236 1.32132 -1.62121 -0.16 -3.03 0.02
C -1.20296 0.81789 -2.98781 4.16 15.61 2.63
O -1.50592 -0.23627 -3.50112 1.71 0.92 -7.97
C -1.97411 -0.99057 -2.66801 -3.19 -14.91 2.20
H -2.34333 -2.08436 -3.42605 0.78 2.86 2.42
H -2.80132 -0.87321 -2.10877 -3.40 1.94 1.35
H -1.35320 -1.53652 -1.94999 1.14 0.51 -0.15
H -1.59877 0.66010 -0.85852 0.00 -0.20 0.02
C -0.78454 2.75014 0.37133 4.32 4.17 -12.09
N -0.19802 3.75143 0.76817 0.51 4.16 5.25
N -0.50323 3.51846 2.25227 5.57 10.97 -1.00
C -0.83679 2.43556 2.40596 -5.90 -9.45 1.35
S -1.42860 1.44357 3.95103 2.12 1.89 -2.43
C 0.37420 1.29377 4.41454 -1.00 4.31 4.40
C 0.92820 0.45694 3.44622 8.70 8.71 -8.23
O 1.87255 0.91763 2.31018 -5.84 -1.16 6.11
O 0.91070 -0.71396 3.55472 -4.70 -3.09 8.64
C 1.30706 -1.48396 2.69073 5.00 -11.44 -7.65
C 1.60213 -3.12927 3.19193 -6.57 10.31 11.79
C 1.85547 -4.06956 2.35653 2.52 -6.98 -8.82
C 0.80218 -4.12340 1.16531 0.61 -5.45 0.81
C 0.72644 -2.88561 0.44149 -2.85 3.53 3.51
C 0.39229 -1.71143 1.55781 -3.76 -0.44 -1.48
H 0.13129 -0.80402 1.01741 0.55 0.40 -0.13
H -0.67655 -1.90848 2.07188 2.04 -0.28 -1.13
H -0.12689 -2.83798 -0.19552 -0.58 -0.10 -0.70
H 1.56790 -2.66187 -0.11250 1.96 0.56 -0.98
H 1.34879 -4.84811 0.37371 -1.87 0.66 1.86
H -0.30630 -4.57460 1.64525 3.25 1.34 -1.71
H 2.08416 -5.06421 2.74257 -0.81 -0.11 0.46
H 2.85506 -3.94153 1.86531 -0.41 0.47 -0.11
H 0.44350 -3.23757 3.76859 2.59 -0.30 -1.65
H 2.13726 -3.08151 4.18696 0.30 0.02 -1.31
H 2.25624 -1.28639 2.29826 1.53 1.12 -0.44
H 0.31668 1.00222 5.51060 0.28 -0.82 -1.48
H 0.96263 2.31942 4.58576 -1.62 -2.00 -1.30
O -1.19364 1.93604 1.07629 -5.04 -10.87 8.67
H -0.04860 4.54075 -1.62120 0.51 -1.63 -0.29
H -0.11679 4.20105 -4.07967 -1.60 -2.88 2.67
```
Positions in Å, forces in eV/Å.

For the gap between HOMO and LUMO, the calculation gives 7.7 eV. The HOMO energy comes out at -7.82 eV. The charge is 0. The max |F| is 16.98 eV/A. Its energy relative to the best compared isomer or geometry (same formula, charge and spin) is 1902.22 kJ/mol.



Record 4
Density functional theory data (ωB97M-V with the def2-TZVPD basis set) for 4 unconnected molecules or ions with the total composition C3H12O4S at a distorted geometry.

The geometry in XYZ format:
```
20
Properties=species:S:1:pos:R:3:forces:R:3
C 0.77460 0.60462 -0.61221 1.75 0.15 -1.11
O 0.30436 0.01471 -1.79166 -0.06 -0.30 0.62
C 1.32349 -0.43243 0.38744 -0.41 0.63 -0.18
C 1.35676 -0.03840 1.85347 -1.62 -0.85 1.43
S 1.61793 -1.56799 2.91141 0.16 0.57 0.00
H 1.58822 1.29364 -0.97009 -0.23 -0.02 0.72
H 0.05584 1.22849 -0.08701 -0.63 0.23 0.11
H 2.31575 -0.79544 0.15976 0.42 0.04 -0.45
H 0.67624 -1.28792 0.21738 -0.13 -0.27 0.58
H 0.35304 0.38996 2.21214 1.29 -0.70 -0.77
H 2.08491 0.70138 2.17503 0.31 0.16 -0.50
H -1.55283 -2.13461 -2.24984 0.45 0.14 0.18
H -0.41293 -1.09011 -1.47526 -0.91 -0.20 -0.70
O -1.23379 -1.87487 -1.37551 0.15 -0.02 0.11
H -2.18377 -0.25937 -2.60868 -0.25 -0.10 0.21
H -0.92236 0.54592 -2.55667 -0.81 -0.01 -0.35
O -1.87324 0.55948 -3.00177 0.82 0.32 0.07
H -1.89426 1.03892 1.80707 -0.58 0.26 -0.05
H -0.72286 1.39783 2.53718 -0.45 0.70 0.42
O -1.65509 1.70621 2.46784 0.73 -0.73 -0.34
```
Positions in Å, forces in eV/Å.

For the gap between HOMO and LUMO, the calculation gives 5.9 eV. The HOMO energy comes out at 0.16 eV. The charge is -2. The max |F| is 2.32 eV/A. Its energy relative to the best compared isomer or geometry (same formula, charge and spin) is 91.41 kJ/mol.



Record 5
Density functional theory data (ωB97M-V with the def2-TZVPD basis set) for a molecular structure, C8H12N2O2 at a distorted geometry.

The geometry in XYZ format:
```
24
Properties=species:S:1:pos:R:3:forces:R:3
C 2.40364 1.71454 0.62266 -8.33 2.13 0.86
C -0.44186 0.16861 -0.80161 -4.37 -5.25 -1.98
C -1.80799 0.67790 -1.16691 2.78 -1.14 -5.77
C -2.75254 0.89126 -0.08045 -0.17 -0.84 2.36
C -2.97803 -0.50197 0.70828 -2.13 10.54 5.57
C -0.06706 -1.21746 -0.98257 4.87 2.68 2.87
C 1.24124 -1.50096 -0.51267 -4.03 -5.32 -3.64
C 2.13940 -0.55493 0.01697 -3.65 0.35 -0.29
H 1.73062 1.93375 1.53668 1.96 1.40 -1.14
H 3.32539 1.58081 0.83072 5.99 -3.17 2.24
H 2.63975 2.43138 -0.11326 -1.29 1.84 -0.94
H -1.40400 1.58034 -1.80823 -1.90 -1.15 1.15
H -2.05602 -0.19574 -2.01385 -0.57 2.44 2.02
H -2.28336 1.68977 0.69554 -1.65 -1.68 -1.82
H -3.75119 1.05020 -0.50986 0.33 0.99 0.38
H -4.16906 -0.12065 1.25540 3.85 -2.30 -1.07
H -2.91783 -1.24381 0.16856 -1.31 -7.34 -6.38
H -1.13728 -0.97928 1.29624 3.54 -0.98 -2.18
H -0.75980 -1.73373 -1.51795 -1.34 -2.45 -1.12
H 1.60816 -2.65065 -0.72521 -0.59 3.25 0.84
N 1.51770 0.69173 0.11910 2.47 -1.88 -1.50
N 0.30632 1.00870 -0.40488 5.97 6.09 4.07
O -1.95355 -0.77646 1.60121 -3.91 1.52 4.30
O 3.20177 -0.88696 0.40922 3.49 0.29 1.15
```
Positions in Å, forces in eV/Å.

For the gap between HOMO and LUMO, the calculation gives 9.0 eV. The HOMO energy comes out at -9.16 eV. The charge is 0. The max |F| is 12.11 eV/A. Its energy relative to the best compared isomer or geometry (same formula, charge and spin) is 754.01 kJ/mol.



Record 6
Density functional theory data (ωB97M-V with the def2-TZVPD basis set) for 2 unconnected molecules or ions with the total composition C4H12NOS at a distorted geometry.

The geometry in XYZ format:
```
19
Properties=species:S:1:pos:R:3:forces:R:3
C -1.60066 -0.28331 -0.77087 0.52 1.97 -1.52
N -0.31813 0.38398 -0.34809 0.37 -1.40 -0.78
C 0.45167 -0.69836 0.42857 3.10 3.95 -0.36
C 1.28352 0.05497 1.56662 -0.27 -1.08 -2.37
S 2.06597 -1.15549 2.63032 0.09 -0.01 0.69
C 1.39513 -1.42570 -0.52222 -0.39 -2.55 2.19
H -1.41635 -1.27965 -1.18335 -0.25 0.03 -0.16
H -2.31616 -0.35151 0.03658 0.22 -0.10 0.60
H -2.11335 0.40203 -1.51235 0.55 -0.97 0.43
H 0.33101 0.56407 -1.18457 -1.72 -0.32 1.24
H -0.22505 -1.35345 0.84909 -1.50 -1.34 1.05
H 2.07217 0.63772 1.00872 -0.78 -0.18 0.48
H 0.52811 0.73765 1.92887 0.10 0.38 0.91
H 0.67502 -1.73111 -1.33879 1.73 -0.09 0.10
H 1.82864 -2.32974 0.15538 -1.23 1.65 -1.87
H 2.32695 -0.86922 -0.69613 -0.65 0.22 -0.74
H -2.26989 3.30488 -0.01136 -0.40 -0.17 0.87
H -1.07800 2.30711 -0.37841 -0.55 0.33 0.30
O -1.62061 3.08513 -0.65803 1.05 -0.33 -1.07
```
Positions in Å, forces in eV/Å.

For the gap between HOMO and LUMO, the calculation gives 5.9 eV. The HOMO energy comes out at -2.45 eV. The charge is -1. The max |F| is 5.04 eV/A. Its energy relative to the best compared isomer or geometry (same formula, charge and spin) is 139.65 kJ/mol.